1.
{
  "formula": "C16H8Cl3IrN6O2S2",
  "method": "ωB97M-V/def2-TZVPD",
  "elements": ["Ir", "S", "C", "C", "C", "C", "N", "C", "C", "C", "S", "C", "N", "H", "H", "N", "C", "C", "N", "C", "C", "N", "C", "C", "N", "H", "H", "H", "H", "H", "H", "Cl", "C", "Cl", "Cl", "C", "O", "O"],
  "positions_angstrom": [[-0.209, 0.021, 0.243], [2.082, 0.070, 0.416], [2.281, 1.287, 1.657], [3.517, 1.906, 1.846], [3.683, 2.893, 2.804], [4.962, 3.531, 2.950], [5.983, 4.046, 3.062], [2.594, 3.278, 3.604], [1.369, 2.653, 3.433], [1.208, 1.652, 2.481], [-0.321, 0.796, 2.372], [2.721, 4.326, 4.577], [2.796, 5.177, 5.347], [4.357, 1.617, 1.227], [0.530, 2.948, 4.050], [-4.052, 1.530, 0.163], [-4.512, 0.253, 0.415], [-3.422, -0.561, 0.403], [-2.312, 0.199, 0.132], [-2.718, 1.452, 0.010], [-1.683, 2.440, -0.205], [-0.440, 1.984, -0.203], [0.391, 3.058, -0.401], [-0.372, 4.173, -0.537], [-1.686, 3.769, -0.414], [-4.615, 2.362, 0.141], [-5.553, 0.046, 0.583], [-3.345, -1.618, 0.585], [1.459, 2.939, -0.442], [-0.107, 5.200, -0.712], [-2.489, 4.369, -0.472], [-2.051, -4.959, -0.180], [-0.459, -4.311, 0.290], [0.656, -4.502, -1.061], [0.156, -5.196, 1.691], [-0.682, -2.826, 0.716], [-1.432, -2.590, 1.636], [-0.025, -1.978, 0.004]],
  "mulliken_charge": [1.472, -0.331, 0.146, -0.764, 0.591, -0.196, -0.498, 0.441, -0.852, 0.550, -0.437, -0.188, -0.494, 0.520, 0.499, -0.075, -0.763, -0.218, -0.190, 0.458, 0.048, -0.225, -0.287, -0.764, -0.072, 0.167, 0.402, 0.493, 0.538, 0.422, 0.161, -0.146, 0.591, -0.133, -0.120, 0.286, -0.542, -0.488],
  "molar_mass_g_mol": 679.0,
  "spin_multiplicity": 1
}

2.
{
  "formula": "C16H8Cl3N4O6S2Ti",
  "method": "ωB97M-V/def2-TZVPD",
  "elements": ["Ti", "C", "C", "C", "C", "C", "H", "H", "H", "H", "H", "S", "C", "C", "N", "C", "S", "C", "N", "O", "C", "O", "C", "C", "N", "N", "C", "C", "O", "O", "H", "H", "H", "Cl", "C", "Cl", "Cl", "C", "O", "O"],
  "positions_angstrom": [[0.087, 0.145, -0.569], [0.282, -0.659, 1.772], [1.512, -0.083, 1.427], [1.287, 1.269, 1.099], [-0.094, 1.532, 1.256], [-0.714, 0.332, 1.668], [0.138, -1.659, 2.159], [2.478, -0.574, 1.467], [2.051, 2.000, 0.860], [-0.570, 2.507, 1.202], [-1.743, 0.233, 1.986], [-2.894, -2.324, 1.599], [-1.818, -3.651, 1.134], [-2.082, -4.822, 1.839], [-2.346, -5.783, 2.424], [-0.815, -3.629, 0.188], [-0.285, -2.384, -0.886], [-0.147, -4.845, -0.050], [0.440, -5.811, -0.269], [-3.523, 3.137, -3.789], [-4.173, 2.118, -3.218], [-5.352, 1.937, -3.465], [-3.413, 1.270, -2.302], [-3.892, 0.171, -1.566], [-2.924, -0.369, -0.838], [-1.800, 0.324, -1.058], [-2.049, 1.313, -1.938], [-0.892, 2.160, -2.240], [-0.992, 3.143, -2.997], [0.182, 1.781, -1.649], [-2.556, 3.188, -3.519], [-4.889, -0.226, -1.545], [-2.803, -1.579, 0.454], [-0.011, -0.578, -3.342], [1.690, -0.288, -3.687], [2.301, -1.568, -4.728], [1.847, 1.264, -4.511], [2.542, -0.240, -2.335], [3.749, -0.242, -2.463], [1.840, -0.222, -1.307]],
  "mulliken_spin": [1.018, -0.004, -0.003, 0.006, 0.000, 0.003, 0.002, 0.000, 0.000, 0.000, -0.001, 0.000, 0.009, 0.000, 0.003, -0.006, 0.001, 0.000, -0.001, 0.000, -0.001, 0.000, 0.007, 0.000, 0.015, -0.049, 0.002, -0.002, 0.004, -0.009, 0.000, 0.000, 0.003, 0.001, 0.005, 0.000, 0.001, 0.014, 0.022, -0.041],
  "molar_mass_g_mol": 570.6,
  "s2": 0.75,
  "spin_multiplicity": 2,
  "total_charge": -2
}

3.
{
  "formula": "C16H8Cl5FNO2Ru",
  "method": "ωB97M-V/def2-TZVPD",
  "elements": ["Ru", "Cl", "C", "C", "C", "Cl", "C", "Cl", "C", "Cl", "C", "Cl", "O", "C", "C", "C", "C", "O", "N", "H", "H", "H", "H", "F", "C", "C", "C", "C", "C", "C", "H", "H", "H", "H"],
  "positions_angstrom": [[0.550, -0.550, -0.359], [-0.819, 0.989, 0.906], [0.789, 1.361, 1.527], [1.667, 0.522, 0.897], [3.011, 0.592, 1.202], [4.135, -0.433, 0.408], [3.423, 1.537, 2.151], [5.080, 1.662, 2.549], [2.489, 2.381, 2.774], [3.008, 3.525, 3.928], [1.124, 2.306, 2.463], [-0.069, 3.299, 3.173], [-2.870, -1.732, 0.107], [-1.925, -2.426, 0.322], [-1.872, -3.848, 0.882], [-0.377, -4.216, 1.002], [0.299, -2.953, 0.576], [1.490, -2.576, 0.609], [-0.580, -2.048, 0.102], [-2.435, -4.509, 0.226], [-2.378, -3.837, 1.847], [-0.073, -5.017, 0.327], [-0.063, -4.502, 2.004], [0.152, 1.633, -5.813], [0.163, 1.201, -4.561], [1.158, 0.324, -4.175], [1.123, -0.121, -2.862], [0.137, 0.345, -1.987], [-0.867, 1.233, -2.404], [-0.851, 1.654, -3.712], [1.909, 0.000, -4.881], [1.883, -0.833, -2.527], [-1.644, 1.573, -1.735], [-1.602, 2.326, -4.104]],
  "mulliken_charge": [-0.106, -0.026, 1.331, -0.972, 0.626, -0.157, 0.153, -0.145, 0.762, -0.129, -0.492, -0.162, -0.533, 0.099, -0.390, -0.460, 0.526, -0.592, -0.060, 0.311, 0.296, 0.281, 0.322, -0.273, 0.303, -0.823, 0.080, 0.431, -0.338, -0.620, 0.459, 0.476, 0.357, 0.465],
  "molar_mass_g_mol": 543.6,
  "spin_multiplicity": 1,
  "total_charge": 1
}

4.
{
  "formula": "C16H9Br4CdN9O2Te",
  "method": "ωB97M-V/def2-TZVPD",
  "elements": ["Cd", "Br", "C", "C", "Br", "C", "Br", "C", "O", "C", "O", "C", "Br", "N", "C", "N", "N", "N", "N", "C", "N", "N", "N", "N", "H", "C", "Te", "C", "C", "C", "C", "C", "C", "C", "H", "H", "H", "H", "H", "H", "H", "H"],
  "positions_angstrom": [[1.921, -0.656, -1.096], [-2.477, -6.185, -1.301], [-1.320, -4.836, -1.906], [-1.315, -4.360, -3.212], [-1.896, -5.369, -4.679], [-0.796, -3.043, -3.414], [-0.921, -2.171, -5.098], [-0.026, -2.414, -2.369], [0.558, -1.289, -2.721], [0.237, -3.036, -1.072], [0.857, -2.460, -0.137], [-0.355, -4.366, -0.973], [0.364, -5.330, 0.476], [5.603, -0.227, -1.161], [4.991, -0.239, 0.070], [5.654, -0.064, 1.196], [4.707, -0.234, 2.166], [3.578, -0.455, 1.626], [3.656, -0.380, 0.305], [5.025, -0.050, -2.381], [5.638, 0.198, -3.577], [4.613, 0.014, -4.430], [3.492, -0.282, -3.834], [3.726, -0.320, -2.532], [6.583, -0.058, -1.161], [-3.071, 1.694, 0.628], [-1.311, 0.513, 0.901], [-1.102, 1.916, 2.602], [-2.405, 2.623, 2.773], [-2.628, 3.466, 3.863], [-3.875, 4.146, 3.982], [-4.820, 4.106, 3.011], [-4.569, 3.330, 1.855], [-3.401, 2.511, 1.789], [-3.857, 1.009, 0.293], [-2.840, 2.347, -0.244], [-0.291, 2.613, 2.371], [-0.857, 1.363, 3.503], [-1.952, 3.499, 4.669], [-4.030, 4.673, 4.959], [-5.743, 4.614, 3.171], [-5.344, 3.186, 1.089]],
  "mulliken_charge": [0.850, -0.193, 0.071, 0.195, -0.199, -0.191, -0.149, 0.693, -1.059, 0.458, -0.771, -0.285, -0.158, -0.084, 0.385, -0.547, -0.549, -0.245, 0.312, 0.215, -0.518, -0.581, -0.105, 0.261, 0.217, -1.244, 0.216, -1.260, 0.634, -0.731, -0.343, -0.523, -0.556, 0.558, 0.496, 0.344, 0.411, 0.496, 0.446, 0.278, 0.402, 0.351],
  "molar_mass_g_mol": 918.9,
  "spin_multiplicity": 1,
  "total_charge": -2
}

5.
{
  "formula": "C16H9Cl5N4O6PdS2",
  "method": "ωB97M-V/def2-TZVPD",
  "elements": ["Pd", "N", "C", "C", "C", "C", "C", "C", "S", "O", "O", "N", "C", "N", "C", "C", "C", "N", "H", "H", "H", "H", "H", "H", "H", "H", "H", "O", "S", "O", "O", "O", "Cl", "C", "C", "C", "Cl", "C", "Cl", "C", "Cl", "C", "Cl"],
  "positions_angstrom": [[1.836, 0.886, 0.688], [-3.551, -3.494, -4.553], [-2.744, -3.014, -3.547], [-3.303, -2.538, -2.353], [-2.489, -2.098, -1.331], [-1.110, -2.144, -1.481], [-0.539, -2.618, -2.656], [-1.350, -3.047, -3.683], [-0.074, -1.613, -0.186], [1.064, -2.477, -0.114], [-0.867, -1.343, 0.982], [0.570, -0.143, -0.707], [-0.298, 0.929, -0.889], [-1.365, 0.894, -1.668], [-2.010, 2.048, -1.812], [-1.607, 3.228, -1.203], [-0.495, 3.160, -0.387], [0.142, 2.007, -0.230], [-4.517, -3.216, -4.544], [-3.150, -3.566, -5.473], [-4.379, -2.523, -2.234], [-2.911, -1.724, -0.408], [0.538, -2.657, -2.754], [-0.911, -3.427, -4.598], [-2.884, 2.026, -2.452], [-2.137, 4.155, -1.355], [-0.103, 4.014, 0.147], [4.408, 1.931, 1.535], [4.505, 1.776, 0.115], [5.524, 2.473, -0.587], [4.417, 0.281, -0.239], [3.123, 2.015, -0.524], [0.801, 3.592, 2.738], [1.172, 2.095, 3.509], [1.640, 1.038, 2.756], [2.025, -0.129, 3.387], [2.676, -1.392, 2.399], [1.900, -0.285, 4.762], [2.362, -1.750, 5.517], [1.392, 0.777, 5.513], [1.219, 0.609, 7.209], [1.036, 1.977, 4.889], [0.444, 3.287, 5.825]],
  "mulliken_spin": [1.829, 0.007, 0.013, -0.001, 0.006, 0.017, 0.005, -0.008, -0.001, -0.003, 0.006, 0.426, 0.003, 0.014, -0.007, 0.014, 0.006, 0.153, 0.000, 0.000, 0.000, 0.000, 0.000, -0.001, 0.000, 0.002, 0.004, 0.055, -0.046, 0.020, 0.733, 0.470, 0.012, 0.002, 0.399, -0.199, 0.034, -0.006, 0.005, 0.026, 0.004, 0.001, 0.005],
  "molar_mass_g_mol": 701.1,
  "s2": 6.02,
  "spin_multiplicity": 5
}

no.,maximum force (hartree/bohr),total energy (eV)
1,0.0092,-91835.8100
2,0.0670,-117326.2074
3,0.0180,-90209.9375
4,0.0780,-326270.7995
5,0.0128,-122740.2123